Entry 1:
Entry from the Open Molecules 2025 dataset: a molecular structure, C19H49F6N10O6S3Si4TeV (ωB97M-V/def2-TZVPD).

The calculation puts the total energy at -160978.197 eV. As for the spin multiplicity: 2. As for the charge: +1. The calculation puts the largest force on an atom at 3.79 eV Å⁻¹. Its expectation value of S² is 0.813. The highest occupied orbital energy (spin up / spin down) is -9.151 / -9.220 eV.

Cartesian coordinates (Å):
V (1.150, 0.595, -0.615)
N (-0.728, -2.629, 0.598)
N (-1.174, -2.766, -0.731)
C (-0.835, -1.801, -1.623)
N (-1.235, -1.991, -2.885)
N (-0.221, -0.703, -1.242)
N (0.455, 0.062, -2.226)
O (0.875, -0.499, -3.336)
O (0.211, 1.368, -2.156)
H (0.286, -2.660, 0.656)
H (-1.116, -3.401, 1.122)
H (-1.112, -3.692, -1.130)
H (-1.534, -2.916, -3.149)
H (-0.667, -1.488, -3.571)
C (-2.374, -0.684, 4.667)
C (-1.326, -0.962, 3.558)
N (-1.221, 0.182, 2.670)
C (-2.466, 0.378, 1.940)
C (-3.640, 0.551, 2.938)
N (-3.044, 0.620, 4.322)
C (-2.037, 1.738, 4.404)
C (-0.890, 1.387, 3.422)
H (-1.917, -0.568, 5.649)
H (-3.143, -1.451, 4.729)
H (-1.609, -1.829, 2.964)
H (-0.344, -1.155, 3.992)
H (-2.634, -0.486, 1.297)
H (-2.362, 1.257, 1.306)
H (-4.329, -0.291, 2.925)
H (-4.205, 1.465, 2.771)
H (-3.788, 0.799, 4.990)
H (-1.702, 1.806, 5.437)
H (-2.544, 2.663, 4.137)
H (0.047, 1.215, 3.954)
H (-0.739, 2.201, 2.723)
N (4.824, 1.159, -1.863)
C (3.716, 0.578, -2.299)
N (3.222, 0.863, -3.484)
S (2.979, -0.657, -1.286)
H (5.224, 1.956, -2.335)
H (5.125, 0.968, -0.920)
H (3.564, 1.639, -4.029)
H (2.334, 0.416, -3.721)
C (3.078, -4.320, 0.182)
Si (3.185, -4.092, 2.042)
C (4.423, -5.290, 2.764)
C (1.503, -4.514, 2.781)
Si (3.688, -1.862, 2.492)
Te (2.002, -0.279, 1.560)
Si (3.440, -1.279, 4.750)
C (1.932, -2.095, 5.555)
C (4.940, -1.866, 5.712)
C (3.317, 0.574, 5.036)
Si (5.859, -1.295, 1.779)
C (5.919, 0.583, 1.845)
C (7.227, -2.003, 2.845)
C (6.171, -1.910, 0.037)
H (2.452, -5.178, -0.079)
H (4.072, -4.490, -0.245)
H (2.671, -3.428, -0.309)
H (4.088, -6.319, 2.606)
H (4.537, -5.134, 3.842)
H (5.411, -5.182, 2.305)
H (1.077, -5.407, 2.313)
H (0.800, -3.682, 2.661)
H (1.599, -4.712, 3.853)
H (2.260, -2.766, 6.355)
H (1.347, -2.691, 4.848)
H (1.272, -1.345, 6.004)
H (5.027, -2.959, 5.713)
H (4.861, -1.533, 6.753)
H (5.869, -1.461, 5.299)
H (2.769, 1.076, 4.233)
H (4.318, 1.020, 5.074)
H (2.822, 0.784, 5.990)
H (6.022, 0.917, 2.882)
H (4.984, 1.020, 1.473)
H (6.762, 0.998, 1.280)
H (7.444, -1.370, 3.710)
H (8.142, -2.087, 2.251)
H (6.978, -3.003, 3.217)
H (5.356, -1.669, -0.645)
H (6.285, -3.000, 0.043)
H (7.100, -1.485, -0.361)
F (0.421, 4.117, 2.262)
C (1.420, 4.096, 1.393)
F (1.674, 5.305, 0.942)
F (2.496, 3.632, 2.028)
S (1.086, 2.905, -0.037)
O (0.058, 2.003, 0.526)
O (2.382, 2.210, -0.141)
N (0.816, 3.775, -1.302)
S (-0.641, 4.505, -1.317)
O (-1.065, 4.699, 0.048)
O (-0.648, 5.589, -2.237)
C (-1.992, 3.402, -1.973)
F (-3.083, 4.171, -1.872)
F (-1.811, 3.073, -3.237)
F (-2.196, 2.312, -1.239)



Entry 2:
Entry from the Open Molecules 2025 dataset: a gas-phase ion, CH2O3PS2 (charge -1) (ωB97M-V/def2-TZVPD).

The calculation puts the total energy at -38171.227 eV. As for the charge: -1. For the energy above the lowest of the compared OMol25 structures with the same formula, charge and spin, the calculation gives 14.8 kcal per mole. The calculation puts the largest force on an atom at 3.61 eV Å⁻¹. As for the SMILES: O=S(=O)([O-])PC=S. The highest occupied orbital energy is -4.261 eV.

Cartesian coordinates (Å):
O (1.181, -1.204, -0.902)
S (1.556, -0.163, 0.006)
O (1.486, -0.459, 1.437)
O (2.495, 0.863, -0.420)
P (-0.643, 1.222, -0.381)
C (-1.443, -0.037, 0.506)
S (-2.657, -0.950, 0.083)
H (-1.249, 0.989, -1.741)
H (-0.725, -0.261, 1.413)



Entry 3:
Entry from the Open Molecules 2025 dataset: a single C18H20N4OS molecule (ωB97M-V/def2-TZVPD).

The calculation puts the total energy at -37834.452 eV. As for the charge: 0. For the energy above the lowest of the compared OMol25 structures with the same formula, charge and spin, the calculation gives 15.3 kcal per mole. The calculation puts the largest force on an atom at 1.40 eV Å⁻¹. As for the SMILES: CCc1c(C(=O)Nc2ncn(Cc3cccc(C)c3)n2)csc1C. The highest occupied orbital energy is -8.306 eV.

Cartesian coordinates (Å):
C (3.058, -1.143, -1.814)
C (2.449, -1.986, -2.936)
C (1.092, -2.477, -2.541)
C (-0.072, -1.657, -2.621)
C (-0.087, -0.304, -3.217)
O (0.260, -0.060, -4.352)
N (-0.573, 0.700, -2.415)
C (-0.787, 0.691, -1.062)
N (-0.386, -0.283, -0.213)
C (-0.779, 0.160, 0.959)
N (-1.389, 1.346, 0.834)
C (-1.933, 2.203, 1.854)
C (-0.855, 2.676, 2.798)
C (0.289, 3.277, 2.290)
C (1.285, 3.701, 3.150)
C (1.143, 3.534, 4.516)
C (0.003, 2.937, 5.042)
C (-0.146, 2.768, 6.523)
C (-0.987, 2.507, 4.168)
N (-1.392, 1.701, -0.460)
C (-1.191, -2.282, -2.165)
S (-0.858, -3.871, -1.619)
C (0.826, -3.699, -2.001)
C (1.772, -4.820, -1.741)
H (3.182, -1.741, -0.914)
H (2.404, -0.307, -1.576)
H (4.028, -0.755, -2.114)
H (2.354, -1.377, -3.837)
H (3.102, -2.831, -3.158)
H (-0.712, 1.599, -2.861)
H (-0.635, -0.346, 1.890)
H (-2.386, 3.050, 1.331)
H (-2.713, 1.665, 2.403)
H (0.395, 3.409, 1.223)
H (2.176, 4.166, 2.754)
H (1.923, 3.869, 5.184)
H (-0.225, 3.742, 7.004)
H (-1.035, 2.192, 6.764)
H (0.724, 2.262, 6.938)
H (-1.877, 2.038, 4.563)
H (-2.195, -1.909, -2.133)
H (1.240, -5.673, -1.329)
H (2.543, -4.516, -1.033)
H (2.264, -5.129, -2.663)